No. 1
ORCA calculation (the ωB97M-V functional and the def2-TZVPD basis) on a molecular structure, C16H14MoN2O2S3Sb at a distorted geometry.

Positions of all 39 atoms, in Å:
Mo (0.330, -0.006, -0.166)
O (-0.471, 1.610, 0.035)
C (-1.050, 2.422, 0.961)
C (-2.068, 3.290, 0.637)
C (-2.641, 4.050, 1.641)
C (-2.168, 3.988, 2.955)
C (-1.114, 3.163, 3.260)
C (-0.563, 2.339, 2.268)
C (0.472, 1.406, 2.584)
N (0.903, 0.455, 1.804)
C (1.943, -0.452, 2.350)
C (1.478, -1.843, 1.998)
N (1.127, -1.815, 0.552)
C (1.169, -2.965, -0.065)
C (0.992, -3.188, -1.462)
C (1.123, -4.469, -2.017)
C (1.081, -4.631, -3.378)
C (0.924, -3.516, -4.209)
C (0.753, -2.249, -3.683)
C (0.765, -2.104, -2.315)
O (0.551, -0.906, -1.717)
H (-2.412, 3.362, -0.382)
H (-3.465, 4.709, 1.401)
H (-2.625, 4.597, 3.723)
H (-0.705, 3.132, 4.266)
H (0.921, 1.486, 3.571)
H (2.060, -0.339, 3.421)
H (2.893, -0.240, 1.868)
H (0.584, -2.080, 2.575)
H (2.239, -2.587, 2.207)
H (1.421, -3.837, 0.536)
H (1.267, -5.323, -1.362)
H (1.188, -5.617, -3.813)
H (0.927, -3.645, -5.285)
H (0.628, -1.380, -4.315)
S (-0.554, 2.000, -3.488)
Sb (-2.621, 1.255, -3.325)
S (-3.113, -0.052, -1.187)
S (-1.825, -0.984, 0.080)

Forces on the atoms, in the same order (eV/Å):
-2.501 -1.199 0.582
-0.207 1.483 -0.213
0.300 -0.427 -0.083
-0.124 0.072 -0.348
0.008 0.058 0.144
-0.106 0.143 -0.063
0.194 -0.047 0.271
0.262 -0.268 0.026
-0.206 0.034 -0.152
0.571 -0.081 0.541
-0.265 -0.091 -0.328
-0.273 0.193 -0.131
0.281 -0.427 0.632
0.108 0.112 -0.107
-0.177 0.105 0.300
0.088 -0.194 0.243
0.019 -0.049 -0.258
-0.021 -0.201 0.012
-0.020 0.357 -0.263
-0.120 0.213 0.474
0.823 0.069 -1.554
-0.033 -0.013 -0.082
0.044 -0.018 0.000
0.030 0.004 -0.024
-0.108 -0.040 -0.111
-0.013 -0.037 0.057
-0.035 0.128 0.179
0.153 0.101 -0.067
-0.094 -0.086 0.006
0.114 -0.095 -0.083
0.036 -0.014 -0.005
0.022 0.088 -0.069
-0.002 0.060 0.020
-0.015 0.001 0.047
-0.036 -0.015 -0.012
-0.404 -0.392 0.259
0.372 0.003 0.219
-0.024 0.307 -0.312
1.360 0.163 0.254

For the energy relative to the best compared isomer or geometry (same formula, charge and spin), the calculation gives 0.7967 eV. As for the multiplicity: 2. The HOMO-LUMO gap (spin up / spin down) comes out at 6.045 / 5.577 eV. Its total charge is +2.

Here are the natural (NBO) charges for atoms 1 to 8, given in e:
1 Mo 1.579
2 O -0.584
3 C 0.412
4 C -0.258
5 C -0.099
6 C -0.199
7 C -0.103
8 C -0.219

No. 2
ORCA calculation (the ωB97M-V functional and the def2-TZVPD basis) on a molecular structure, C64H166CdF3IO22 at a distorted geometry.

Positions of all 257 atoms, in Å:
Cd (-3.205, -1.216, 0.940)
I (-4.716, -3.100, -0.656)
C (-0.967, 0.651, 0.528)
O (-1.330, -0.546, -0.338)
O (-1.798, 0.354, 1.635)
C (0.556, 0.975, 0.585)
F (1.036, 1.380, -0.584)
F (0.795, 2.001, 1.435)
F (1.316, -0.091, 0.934)
C (-0.853, -0.529, -1.654)
C (-1.439, -1.653, -2.494)
H (-0.890, -1.741, -3.432)
H (-1.276, -2.552, -1.900)
H (-2.509, -1.544, -2.666)
H (0.227, -0.677, -1.646)
H (-1.037, 0.369, -2.243)
H (-1.453, 1.478, 0.010)
C (-2.145, 4.096, 3.428)
C (-1.306, 3.044, 4.090)
C (-0.974, 3.510, 5.525)
O (-2.029, 1.872, 4.173)
H (-3.136, 4.155, 3.879)
H (-2.444, 3.853, 2.409)
H (-1.573, 5.023, 3.476)
H (-0.438, 2.856, 3.459)
H (-0.178, 2.849, 5.870)
H (-1.922, 3.473, 6.060)
H (-0.420, 4.448, 5.478)
H (-1.911, 1.378, 3.359)
C (8.508, 3.681, 0.125)
C (7.087, 3.478, 0.460)
C (6.689, 2.005, 0.242)
O (6.852, 3.892, 1.797)
H (8.825, 4.698, 0.357)
H (8.639, 3.531, -0.946)
H (9.154, 2.973, 0.643)
H (6.465, 4.142, -0.140)
H (6.874, 1.682, -0.782)
H (5.616, 1.874, 0.382)
H (7.196, 1.351, 0.951)
H (6.947, 4.842, 1.698)
C (3.632, 3.581, 2.151)
C (3.662, 4.062, 3.582)
C (2.471, 3.490, 4.376)
O (4.918, 3.774, 4.147)
H (4.208, 4.264, 1.527)
H (2.649, 3.581, 1.679)
H (4.131, 2.619, 2.036)
H (3.464, 5.134, 3.611)
H (2.504, 3.664, 5.452)
H (2.529, 2.401, 4.366)
H (1.548, 3.879, 3.947)
H (5.622, 3.855, 3.499)
C (-2.955, 1.341, -4.258)
C (-4.167, 1.143, -3.354)
C (-4.943, -0.145, -3.718)
O (-3.751, 1.058, -1.985)
H (-2.490, 0.383, -4.490)
H (-2.238, 2.042, -3.833)
H (-3.351, 1.680, -5.216)
H (-4.714, 2.082, -3.433)
H (-4.359, -1.065, -3.684)
H (-5.324, -0.078, -4.737)
H (-5.830, -0.415, -3.145)
H (-3.069, 1.717, -1.839)
C (1.957, -4.409, -4.560)
C (3.255, -4.857, -3.943)
C (4.516, -4.146, -4.441)
O (3.128, -4.589, -2.586)
H (1.099, -4.793, -4.008)
H (1.893, -4.733, -5.599)
H (1.786, -3.333, -4.555)
H (3.453, -5.917, -4.104)
H (4.479, -3.060, -4.525)
H (4.739, -4.496, -5.448)
H (5.390, -4.290, -3.805)
H (2.515, -5.181, -2.146)
C (0.405, -3.519, 1.009)
C (-1.145, -3.809, 1.227)
C (-1.360, -4.899, 2.276)
O (-1.726, -2.655, 1.855)
H (0.559, -2.791, 0.213)
H (1.059, -4.319, 0.664)
H (0.861, -3.090, 1.902)
H (-1.632, -4.056, 0.284)
H (-1.065, -5.879, 1.900)
H (-2.403, -4.985, 2.581)
H (-0.762, -4.754, 3.176)
H (-1.313, -2.646, 2.722)
C (-5.010, 2.613, 1.401)
C (-5.508, 1.253, 1.130)
C (-6.662, 1.196, 0.109)
O (-4.579, 0.370, 0.499)
H (-4.737, 3.251, 0.560)
H (-4.075, 2.588, 1.959)
H (-5.691, 3.233, 1.984)
H (-5.812, 0.884, 2.109)
H (-6.855, 0.157, -0.158)
H (-6.412, 1.667, -0.842)
H (-7.531, 1.701, 0.531)
H (-4.551, 0.663, -0.414)
C (-0.737, -0.883, 6.136)
C (-0.362, -1.192, 4.665)
C (1.101, -0.804, 4.339)
O (-0.512, -2.573, 4.291)
H (-0.865, 0.183, 6.319)
H (0.035, -1.231, 6.823)
H (-1.685, -1.373, 6.361)
H (-0.989, -0.592, 4.006)
H (1.221, -0.953, 3.266)
H (1.849, -1.351, 4.913)
H (1.237, 0.253, 4.568)
H (0.014, -3.083, 4.911)
C (-4.166, 1.012, 6.855)
C (-5.159, 1.003, 5.718)
C (-5.760, 2.372, 5.424)
O (-4.414, 0.591, 4.568)
H (-3.564, 0.123, 7.043)
H (-4.725, 1.105, 7.786)
H (-3.528, 1.885, 6.712)
H (-5.911, 0.260, 5.983)
H (-6.497, 2.318, 4.624)
H (-4.937, 3.062, 5.240)
H (-6.403, 2.709, 6.237)
H (-3.666, 1.178, 4.437)
C (-5.347, -3.868, -5.528)
C (-6.219, -3.130, -6.451)
C (-5.564, -2.721, -7.784)
O (-7.418, -3.839, -6.702)
H (-4.406, -3.339, -5.379)
H (-5.013, -4.862, -5.829)
H (-5.741, -3.984, -4.519)
H (-6.501, -2.198, -5.960)
H (-4.833, -1.915, -7.708)
H (-6.312, -2.379, -8.499)
H (-5.039, -3.539, -8.277)
H (-7.788, -4.086, -5.851)
C (-1.775, -5.234, -3.146)
C (-2.457, -6.438, -2.507)
C (-3.398, -7.122, -3.471)
O (-1.531, -7.460, -2.100)
H (-2.428, -4.391, -3.371)
H (-1.360, -5.624, -4.075)
H (-0.967, -4.842, -2.528)
H (-2.917, -6.130, -1.568)
H (-3.844, -8.015, -3.032)
H (-2.849, -7.486, -4.340)
H (-4.201, -6.455, -3.785)
H (-2.105, -8.201, -1.890)
C (-1.158, -2.809, -6.471)
C (-0.126, -1.847, -7.018)
C (0.256, -0.833, -5.924)
O (1.025, -2.689, -7.258)
H (-2.092, -2.322, -6.191)
H (-0.760, -3.393, -5.641)
H (-1.535, -3.471, -7.251)
H (-0.505, -1.498, -7.978)
H (-0.441, -0.006, -5.790)
H (1.230, -0.353, -6.017)
H (0.235, -1.365, -4.973)
H (1.824, -2.198, -7.462)
C (4.835, 0.015, 3.381)
C (5.112, 0.011, 4.853)
C (6.553, 0.295, 5.181)
O (4.345, 1.039, 5.462)
H (5.126, 0.913, 2.836)
H (3.797, -0.230, 3.156)
H (5.396, -0.787, 2.903)
H (4.680, -0.940, 5.166)
H (6.805, 1.350, 5.081)
H (7.179, -0.253, 4.477)
H (6.731, 0.105, 6.240)
H (4.639, 1.848, 5.038)
C (3.045, -5.150, 6.878)
C (2.431, -4.147, 5.956)
C (2.657, -4.304, 4.483)
O (1.065, -4.121, 6.158)
H (2.653, -6.162, 6.779)
H (2.673, -4.842, 7.855)
H (4.134, -5.116, 6.853)
H (2.727, -3.160, 6.313)
H (3.661, -4.495, 4.104)
H (2.152, -3.525, 3.913)
H (2.249, -5.276, 4.204)
H (0.764, -5.032, 6.184)
C (1.132, 7.641, -0.687)
C (2.292, 7.179, 0.167)
C (3.508, 7.262, -0.626)
O (2.482, 8.058, 1.248)
H (1.317, 8.696, -0.889)
H (0.212, 7.686, -0.103)
H (1.100, 7.071, -1.615)
H (2.196, 6.158, 0.534)
H (3.348, 6.621, -1.493)
H (4.328, 6.784, -0.089)
H (3.736, 8.280, -0.942)
H (2.380, 8.884, 0.769)
C (-1.316, 5.174, -2.471)
C (-1.365, 4.042, -1.494)
C (-0.679, 4.474, -0.175)
O (-2.666, 3.703, -1.135)
H (-1.447, 6.137, -1.979)
H (-2.026, 5.045, -3.288)
H (-0.325, 5.115, -2.922)
H (-0.915, 3.125, -1.875)
H (-0.972, 3.864, 0.680)
H (-1.037, 5.473, 0.072)
H (0.410, 4.478, -0.166)
H (-2.987, 4.490, -0.688)
C (0.179, 4.585, -7.636)
C (-0.064, 3.787, -6.405)
C (1.058, 3.726, -5.379)
O (-1.257, 4.335, -5.761)
H (-0.732, 4.611, -8.233)
H (1.010, 4.131, -8.176)
H (0.336, 5.629, -7.366)
H (-0.302, 2.753, -6.657)
H (0.680, 3.293, -4.453)
H (1.356, 4.757, -5.189)
H (1.846, 3.054, -5.718)
H (-1.085, 5.273, -5.650)
C (6.449, -2.288, 0.314)
C (5.145, -2.996, -0.168)
C (3.942, -2.668, 0.691)
O (4.854, -2.617, -1.476)
H (6.552, -2.446, 1.387)
H (6.354, -1.215, 0.145)
H (7.330, -2.691, -0.186)
H (5.323, -4.070, -0.224)
H (4.136, -2.913, 1.735)
H (3.139, -3.325, 0.357)
H (3.596, -1.636, 0.639)
H (4.184, -3.226, -1.796)
C (-4.456, -2.684, 4.741)
C (-5.053, -2.410, 3.359)
C (-6.475, -1.861, 3.446)
O (-4.307, -1.344, 2.792)
H (-5.176, -3.285, 5.296)
H (-4.164, -1.852, 5.381)
H (-3.594, -3.349, 4.679)
H (-5.077, -3.273, 2.692)
H (-6.876, -1.541, 2.485)
H (-6.671, -1.061, 4.160)
H (-7.199, -2.603, 3.784)
H (-4.368, -0.588, 3.381)
C (3.906, 1.802, -2.647)
C (3.734, 0.295, -2.495)
C (2.651, -0.270, -3.439)
O (4.984, -0.257, -2.849)
H (4.373, 2.083, -3.591)
H (4.553, 2.263, -1.900)
H (2.972, 2.347, -2.511)
H (3.477, -0.002, -1.478)
H (1.708, 0.204, -3.167)
H (2.480, -1.330, -3.248)
H (2.753, -0.121, -4.514)
H (4.915, -1.140, -2.478)

Forces on the atoms, in the same order (eV/Å):
0.563 -1.087 -0.789
0.291 0.165 0.152
-4.161 -1.772 0.706
1.278 1.398 0.125
3.200 1.574 -0.435
-0.253 -1.070 1.042
-0.131 0.297 -0.865
-0.234 -0.600 0.145
-0.327 0.461 0.259
0.588 -0.583 -1.559
0.096 -0.282 1.031
-0.133 0.027 0.073
-0.182 -0.359 -0.258
0.082 0.037 0.009
0.206 0.053 0.048
-0.166 0.761 0.580
0.460 0.593 -0.399
-0.428 0.351 -0.575
0.089 1.248 0.183
1.156 -0.855 -1.650
-0.790 -1.463 0.799
0.144 0.402 0.708
0.659 -0.047 -0.327
-0.478 0.332 -0.229
0.429 0.136 0.283
-0.506 -0.468 0.679
0.450 0.313 0.461
-0.745 0.475 0.206
0.147 -0.592 -1.020
1.137 0.207 -0.720
-0.844 -1.176 -0.350
-0.604 0.677 0.255
-0.161 0.011 0.556
0.127 0.050 0.037
0.161 0.006 -0.082
-0.017 0.048 0.125
-0.153 -0.204 -0.562
0.293 0.063 0.037
-0.080 0.019 0.163
0.172 0.040 -0.043
0.002 0.273 0.694
0.232 0.505 -0.941
-1.346 0.276 -0.057
1.124 -0.824 0.289
-0.064 -0.432 1.186
0.264 0.127 -0.024
-0.165 -0.265 0.352
-0.378 -0.169 0.154
0.410 0.412 -0.201
0.112 0.707 -0.005
-0.421 -0.208 -0.505
0.045 -0.180 0.047
0.041 -0.011 -0.475
-0.615 -0.767 -0.435
0.392 -0.488 0.279
-0.384 0.275 -0.364
-0.104 -0.694 0.061
0.326 -0.062 0.314
-0.028 0.126 -0.211
0.298 0.432 -0.071
-0.785 -0.242 -0.161
0.536 0.289 0.111
0.153 0.222 -0.238
0.051 0.617 0.528
-0.033 0.395 0.219
-0.381 -0.130 -1.072
0.340 0.641 -0.678
0.082 0.346 -0.460
0.678 0.376 2.337
0.057 -0.470 -0.027
-0.217 0.026 -0.063
0.559 0.160 0.037
-0.319 -0.268 -0.013
-0.669 0.165 0.128
0.116 -0.141 0.002
-0.125 -0.567 0.088
-0.149 -0.079 -0.183
-0.761 0.297 -0.560
1.805 -0.221 1.429
0.250 -1.147 -0.497
0.062 -0.429 -1.498
-0.392 0.419 0.028
-0.487 -0.717 0.308
-0.221 -0.090 0.186
-0.231 0.336 0.110
0.025 -0.134 -0.189
-0.081 0.210 -0.155
0.043 0.366 -0.073
0.143 0.435 0.897
1.451 1.861 0.257
-1.481 -0.777 -1.448
-0.416 0.347 0.828
-0.061 1.161 0.927
-0.262 -0.386 -0.653
-0.020 -0.351 0.315
-0.322 -0.322 0.154
0.041 -0.732 -0.220
-0.320 -0.038 0.393
0.296 0.375 0.107
-0.307 -0.150 -0.250
0.472 -0.025 -0.911
0.020 -0.474 -0.652
1.286 0.545 0.422
-1.046 0.488 0.051
-0.755 0.746 0.199
0.028 0.067 -0.311
-0.004 -0.226 0.030
-0.012 -0.063 0.140
-0.211 -0.316 -0.093
0.338 -0.023 0.044
-0.096 -0.202 0.025
0.162 0.123 -0.083
0.268 -0.497 0.340
-0.462 0.715 1.131
1.016 -0.226 -0.148
-0.708 -0.559 0.620
-1.221 -0.759 -0.463
-0.034 -0.119 -0.791
0.007 0.499 0.223
0.297 -0.096 0.317
-0.184 -0.137 -0.669
0.522 -0.047 -0.558
-0.289 0.235 -0.157
0.437 0.213 0.476
0.635 0.581 0.168
1.822 -0.697 1.197
-0.311 1.095 -0.801
-0.201 -0.436 -0.270
-0.226 -0.259 -0.586
0.110 0.331 0.010
-0.390 -0.124 -0.519
-0.383 0.101 0.025
0.016 0.331 0.157
-0.044 0.044 0.494
-0.200 0.004 0.158
-0.056 -0.296 0.151
-0.069 -0.071 0.061
0.548 -0.804 -0.100
-0.270 -0.034 0.516
-0.532 0.258 -0.102
0.804 0.402 -0.215
-0.346 -0.286 0.130
0.293 0.336 -0.227
0.060 -0.130 0.096
-0.664 0.288 -0.196
-0.202 0.047 0.228
0.114 0.249 -0.120
-0.060 -0.040 -0.107
0.241 -0.218 0.134
-0.867 -0.171 -0.433
0.904 -0.665 0.784
-0.485 0.292 -0.098
-0.299 -0.315 -0.153
0.162 0.460 0.479
-0.044 0.047 0.000
0.505 -0.363 -0.109
0.207 0.743 0.080
-0.353 -0.029 -0.272
0.106 -0.281 -0.390
0.316 -0.042 -0.059
-0.176 0.394 -0.018
0.208 -0.704 -1.329
-0.734 1.259 -0.452
0.311 -0.491 0.133
-0.685 -0.400 0.537
-0.022 0.279 0.304
-0.190 0.309 0.163
0.220 -0.188 -0.061
0.512 -0.098 0.769
-0.351 0.145 -0.406
0.439 -0.228 0.478
0.325 -0.479 -0.123
0.024 0.624 -0.027
0.011 0.087 0.773
1.218 0.801 -0.281
0.370 -1.110 -0.879
-2.150 -0.008 0.403
0.203 -0.184 -0.568
0.450 -0.025 0.328
-0.077 -0.230 0.055
0.463 0.168 -0.213
0.476 0.827 0.443
0.151 -0.059 -0.019
-0.757 -0.083 -0.095
-0.346 -0.160 -0.038
-0.197 0.234 0.707
-0.558 -0.097 0.158
1.506 -1.427 -1.437
-0.691 0.227 0.759
0.164 0.147 -0.561
-0.247 -0.581 -0.265
-0.478 0.117 0.097
-0.371 0.029 0.252
0.300 0.152 -0.487
0.281 0.463 0.068
0.128 -0.044 0.021
0.180 0.738 0.710
0.484 -0.233 -0.856
1.176 0.212 1.550
0.231 -0.178 0.119
-1.293 -0.325 -0.137
-0.072 0.016 -0.067
-0.092 -0.020 0.094
0.140 0.477 -0.124
0.123 -0.002 -0.207
-0.089 -0.366 -0.258
0.112 0.232 -0.025
0.057 0.133 -0.343
-0.610 -0.053 0.196
-0.001 0.025 -0.249
-1.139 -0.273 1.287
-0.478 0.053 -0.296
0.419 -0.691 -0.221
0.123 -0.348 -0.211
0.053 0.472 -0.291
0.599 0.089 -0.051
-0.389 -0.001 -0.123
-0.126 0.047 0.017
0.621 -0.107 0.147
0.368 0.444 -0.061
-0.048 0.206 0.069
-1.049 -0.494 -0.209
1.015 0.694 0.858
-0.051 -0.795 0.483
0.282 0.679 -1.139
0.078 -0.055 0.026
0.100 0.042 -0.126
-0.059 0.153 -0.091
0.013 -0.269 0.605
-0.038 0.014 0.153
-0.279 0.145 0.066
0.263 0.072 -0.214
-0.401 -0.370 -0.430
-0.253 -1.774 0.144
-0.788 1.793 1.303
-1.378 -0.681 0.236
0.431 -0.883 -0.726
-0.206 0.025 0.226
-0.280 0.385 -0.558
0.292 0.172 -0.245
0.503 0.082 -0.001
0.396 0.062 -0.212
0.741 0.325 0.029
0.122 -0.520 -0.003
-0.089 0.654 0.741
-0.282 0.564 0.556
0.165 0.554 -1.682
-0.727 0.338 0.850
0.080 0.085 0.145
-0.272 -0.312 -0.264
0.241 -0.454 0.293
-0.278 -0.095 -0.307
-0.116 0.194 0.244
-0.281 0.133 -0.007
0.256 -0.205 -0.047
0.666 0.156 0.153
0.707 -0.708 0.161

The HOMO-LUMO gap comes out at 8.165 eV.

Here are the Löwdin charges for atoms 1 to 8, given in e:
1 Cd 1.249
2 I -0.145
3 C -0.283
4 O -0.192
5 O -0.285
6 C -0.535
7 F 0.143
8 F 0.123

Number 1: DFT total energy -2380.59555 hartree. Number 2: DFT total energy -4958.32271 hartree.